The following is a quantum chemistry calculation of a molecular structure, C34H37FeN9O7PS, from OMol25.

XYZ file:
```
90
Properties=species:S:1:pos:R:3:mulliken_charge:R:1
O 3.3603 1.8132 -3.3994 -0.504
H -1.1076 4.2577 2.4518 0.418
C -0.2743 -0.6319 4.6824 -0.949
C 2.1587 1.1436 -3.2764 0.848
H 2.0648 4.2132 2.2785 0.221
C 0.6073 -0.1653 -4.5815 -0.938
H -0.4018 -1.0032 5.6912 0.394
C -0.2454 -0.2329 -3.4909 0.432
H -1.1598 -5.5817 0.9116 0.302
P -2.8366 -3.0349 -0.2029 -0.485
H 4.2971 2.1516 -1.5562 0.125
H -4.4585 -2.8737 3.7717 0.325
C 1.3233 1.3176 0.3562 -0.336
H 7.4678 1.5204 0.6284 0.371
C 0.0873 0.3636 -2.2863 0.468
O -0.6779 2.8683 -0.9911 -0.503
C 3.9269 2.6798 -2.4424 -0.609
H -0.4576 1.4392 5.2386 0.524
C -4.3817 -1.4137 -3.4397 -0.554
O -2.2336 1.9607 -2.5174 -0.598
H 1.8526 -4.4385 -0.7116 0.444
N 1.7559 1.4962 -0.9050 0.590
H 0.2795 -1.6640 1.5145 0.218
N -2.5221 -0.4497 0.8743 0.532
O -2.7794 2.1159 -0.2385 -0.825
H -1.2798 -5.9592 -0.8180 0.314
S -2.1180 2.9066 -1.3681 0.541
H 2.3283 4.4625 0.5321 0.160
H -1.7391 2.7480 1.7498 -0.129
C 2.7288 4.6437 1.5300 -0.588
C 4.4414 2.9095 1.3156 0.545
C -0.3066 0.7252 4.4390 -0.855
O -2.6762 4.2093 -1.5691 -0.745
H 6.4278 3.6525 1.3352 0.441
C -3.2590 -2.0105 -1.6494 -0.144
C -0.0643 -1.5064 3.6219 -0.751
N -3.0663 -0.7042 -1.7896 0.067
H 3.2404 3.4866 -2.1615 0.305
C -0.8392 3.2871 2.0389 -0.082
C 5.5867 0.4760 0.5160 -0.900
H 6.0123 -0.4671 0.2012 0.414
H 1.6712 -1.7462 -1.3323 0.428
H 0.3416 -0.6292 -5.5240 0.424
C 0.0990 -0.9989 2.3480 -0.371
C 5.8249 2.7713 1.1584 -0.581
C -1.0554 -3.0948 -0.4686 -0.369
H -5.0484 -3.3597 2.1724 0.342
N -0.2461 -4.1865 -0.3627 0.273
H -2.8455 1.3050 2.0303 0.578
N -4.0654 -2.4767 -2.6381 0.267
H -0.2304 3.4190 1.1494 0.070
N 2.2233 1.8077 1.2811 0.414
O -0.1229 2.6060 3.0865 -0.526
H 3.5811 -0.2675 0.5526 0.377
N -3.5917 -1.8428 2.2019 0.334
H 2.4639 0.6517 -5.3114 0.432
H -3.7369 0.6980 -3.2353 0.696
C -0.1494 1.2404 3.1512 0.428
H 2.7962 5.7157 1.6983 0.381
H 1.8612 1.9972 2.1995 0.489
H 0.2616 -6.1552 0.0299 0.322
H -0.0080 -2.5753 3.7891 0.488
H -3.6421 -4.5196 -2.8360 0.319
C 6.3956 1.5825 0.7594 -0.496
H -4.9919 -3.9146 -3.8014 0.328
C 4.2267 0.5904 0.7059 0.135
C -0.6359 -5.5467 -0.0422 -0.860
C -4.1691 -3.0597 2.7409 -0.868
O 4.0657 4.1689 1.6577 -0.533
C -2.9124 -1.7052 1.0322 -0.382
C 3.6276 1.7893 1.1034 -0.463
H -5.0025 -1.5275 -4.3114 0.434
C -4.4980 -3.8471 -2.8359 -0.863
H 4.7867 3.1306 -2.9328 0.341
H -5.1952 -4.1512 -2.0561 0.328
C -3.6366 -0.6111 2.7927 -1.002
C -3.7653 -0.3237 -2.8997 -1.037
C 0.9086 -2.4311 -0.9959 -0.375
H -3.4387 -3.8661 2.7243 0.313
H -4.1142 -0.4539 3.7440 0.449
H -1.1946 -0.7468 -3.5936 0.140
N -0.3843 -2.0346 -0.8345 0.582
C 1.7903 0.5383 -4.4721 -0.475
C 0.0516 0.3698 2.0705 -0.387
H 2.5402 2.1171 -0.9411 -0.755
C 1.0130 -3.7643 -0.7041 -0.952
C 1.3083 1.0173 -2.1593 0.094
N 0.1925 0.7681 0.7092 1.399
C -2.9902 0.2429 1.9489 -0.973
Fe -1.4215 0.5976 -0.8326 2.156
```

Properties
Strongest force on any atom = 0.5 eV Å⁻¹
Frontier orbital gap (alpha / beta) = 7.353 / 7.323 eV
DFT total energy = -118112.2651 eV
Charge = 0
Spin multiplicity = 6
LUMO (alpha / beta) = 0.00 / -0.03 eV
Energy relative to the best compared isomer or geometry (same formula, charge and spin) = 0.996 eV

The following is a quantum chemistry calculation of a single C2H3ClO2 molecule in a non-equilibrium geometry, from OMol25.

XYZ file:
```
8
Properties=species:S:1:pos:R:3:mulliken_charge:R:1
H -1.7608 0.3911 0.2807 0.320
H 0.5866 1.3248 0.9862 0.384
C -1.0655 -0.4113 0.0757 0.027
Cl 1.7929 -1.1640 0.2071 -0.177
O -1.6125 -1.5165 0.1804 -0.427
O 0.8629 1.3612 0.0290 -0.424
H 0.5705 -0.1043 -1.3951 0.350
C 0.6260 0.1189 -0.3641 -0.053
```

Properties
Strongest force on any atom = 5.1 eV Å⁻¹
Frontier orbital gap = 9.936 eV
DFT total energy = -18738.0728 eV
Charge = 0
LUMO = 0.12 eV
Energy relative to the best compared isomer or geometry (same formula, charge and spin) = 1.978 eV

The following is a quantum chemistry calculation of 7 unconnected molecules or ions with the total composition C25H53BrN6O11, from OMol25.

XYZ file:
```
96
Properties=species:S:1:pos:R:3:mulliken_charge:R:1
H 3.8876 1.9558 -1.4616 0.373
H -3.5929 -0.7669 7.6845 0.291
O 0.6152 -8.2087 -0.9006 -0.606
C 1.4236 0.4421 -2.4429 -0.541
C -0.0095 -1.4932 -2.3760 0.501
H -1.0148 -9.5799 -2.6380 0.287
C 1.3094 -3.3975 -2.9819 0.058
C -2.9173 8.0885 6.0082 -0.931
H -0.9769 4.0961 -7.3795 0.287
H -0.0943 -0.9807 8.9948 0.331
H 6.4184 -4.6823 -1.4238 0.301
Br -2.7024 0.3930 -2.1883 -0.227
C -0.4838 -6.6704 -3.9448 -0.477
N -2.0648 2.6267 2.0583 0.240
H -2.5764 9.0165 5.5525 0.291
O 1.4355 -3.9874 -4.0037 -0.494
H -0.4880 2.4205 3.4217 0.292
H -2.1119 2.9752 -8.1460 0.333
H -3.0384 8.5700 3.4976 0.268
O 6.4850 -0.9438 -1.2065 -0.610
H 0.0963 3.3026 -5.6895 0.271
H -0.6961 -9.1623 -4.3367 0.380
C -3.4488 7.5624 3.6786 0.122
H -2.7178 4.2993 -7.1348 0.334
N -0.1517 -7.6942 -2.9749 0.127
C -1.5476 2.1723 3.3404 -1.002
N -1.5292 -0.3872 7.5794 0.118
H 8.2424 -2.8978 -3.9473 0.388
O 0.1091 -2.9120 -2.5584 -0.398
C 7.8168 -2.1726 -3.2573 -0.941
C 3.3032 -0.2251 -0.8759 -1.638
H 0.6356 -9.6224 -3.2522 0.290
H -0.2963 -5.6896 -3.5182 -0.157
H 7.1608 -1.4948 -3.8039 0.277
O -2.3829 1.1579 6.1547 -0.633
C -1.9176 3.5647 -7.2474 -0.927
N -3.4303 7.2096 4.9801 0.135
C 7.0123 -4.3265 -2.2639 -0.934
O -0.5906 1.9419 -4.3433 -0.570
N -1.8282 2.7141 -6.0807 0.151
C 2.2877 0.8433 -1.2379 0.864
O -3.8717 6.8580 2.7815 -0.561
H -2.8912 4.4972 2.5523 0.397
C -2.0421 -0.9149 -0.8783 0.372
H 0.4407 0.9213 -2.4082 0.259
H -3.3156 2.1673 -4.7014 0.173
O -0.5844 1.3551 0.9081 -0.695
C -2.7711 -0.4566 8.3301 -0.939
C 6.4648 -2.1582 -1.2693 0.147
H 0.1268 -6.7732 -4.8434 0.342
H -1.6538 1.0915 3.4273 0.286
C -2.9707 1.9014 -5.7014 -0.813
H -2.6545 -1.1756 9.1377 0.372
H -1.9725 2.5499 0.0177 0.152
N 7.0768 -2.8815 -2.2279 0.113
H -1.5374 -6.7330 -4.2271 0.325
O 1.2749 -0.9793 -2.5532 -0.498
C -1.5131 2.1541 0.9363 0.294
H -3.3845 5.1092 4.8606 0.063
H 2.8235 -1.1291 -0.4960 0.383
C -3.9463 5.9029 5.3530 -0.711
H -0.6904 -1.1471 -3.1625 0.218
H 3.9172 -0.4775 -1.7441 0.358
H -0.0566 -0.3929 -0.4985 -0.085
C -0.5757 -1.2267 -0.9776 0.064
H 0.4005 -6.3014 -1.5802 0.256
H -4.9918 5.8043 5.0600 0.284
C 0.3148 -7.3888 -1.7483 0.130
C -1.4652 0.4502 6.5266 0.206
H -4.0381 3.1459 2.5405 0.337
H 8.0105 -4.7636 -2.1924 0.350
H -3.6916 8.3262 6.7408 0.333
H -0.4443 -2.1180 -0.3599 0.347
H 0.4274 -1.0341 7.3041 0.302
C -0.4099 -1.2142 7.9759 -0.896
H -2.1021 2.6448 4.1454 0.365
C -0.3160 -9.0938 -3.3198 -0.937
H 1.6521 1.0661 -0.3745 -0.209
H -3.4291 3.8150 1.0174 0.247
H 1.9199 0.7971 -3.3482 0.462
C -3.1638 3.5724 2.0446 -0.965
H 5.9239 -2.7811 -0.5361 0.296
H -3.8599 5.7838 6.4305 0.393
H 3.9626 0.1524 -0.0889 0.535
H 8.6173 -1.5790 -2.8152 0.293
O 2.9423 2.0634 -1.6098 -0.575
H -0.4871 0.4320 6.0158 0.233
H 2.1227 -3.2849 -2.2510 0.458
H -2.7070 0.8433 -5.6940 0.277
O -2.7990 -1.3757 -0.1106 -0.543
H -3.0231 0.5189 8.7467 0.289
H 6.5458 -4.6732 -3.1881 0.346
H -0.6714 -2.2731 7.9270 0.335
H -2.0754 7.6291 6.5302 0.342
H -3.7753 2.0693 -6.4138 0.372
C -0.7133 2.6471 -5.3260 0.100
```

Properties
Strongest force on any atom = 0.6 eV Å⁻¹
Frontier orbital gap = 9.578 eV
DFT total energy = -128289.5527 eV
Charge = 0
LUMO = 0.64 eV
Energy relative to the best compared isomer or geometry (same formula, charge and spin) = 0.000 eV

The following is a quantum chemistry calculation of a gas-phase ion, C4H10NO2S (charge +1) in a non-equilibrium geometry, from OMol25.

XYZ file:
```
18
Properties=species:S:1:pos:R:3:mulliken_charge:R:1
H 0.3474 -2.3215 -1.5064 0.373
O 2.5509 1.4278 -0.1545 -0.443
C -1.1655 2.0416 0.6630 -1.108
H 1.3547 -1.9763 -0.1214 0.344
O 2.2584 -1.1603 0.4610 -0.629
H -2.1674 1.7410 0.9023 0.356
H -1.2980 1.1350 -1.3140 0.283
C 0.1519 0.0806 -0.3402 0.098
C -0.5184 1.3541 -0.4782 -0.471
H -1.2738 3.0510 0.4502 0.382
S 1.8050 0.2982 0.3319 0.904
N 0.3564 -2.3135 -0.4576 -0.270
H -0.5516 1.8570 1.6543 0.259
H -1.5226 -1.4869 -0.2001 0.441
H -0.4078 -1.1336 1.2015 0.323
C -0.4802 -1.3077 0.0823 -0.597
H 0.3052 -3.3658 -0.2705 0.384
H 0.2556 2.0792 -0.9036 0.371
```

Properties
Strongest force on any atom = 4.6 eV Å⁻¹
Frontier orbital gap (alpha / beta) = 7.802 / 7.702 eV
DFT total energy = -20719.7272 eV
Charge = +1
LUMO (alpha / beta) = -6.03 / -6.17 eV
Energy relative to the best compared isomer or geometry (same formula, charge and spin) = 4.286 eV

The following is a quantum chemistry calculation of 4 unconnected molecules or ions with the total composition C21H59N10O5P3 in a non-equilibrium geometry, from OMol25.

XYZ file:
```
98
Properties=species:S:1:pos:R:3:mulliken_charge:R:1
H 4.2885 -0.8677 2.1378 0.374
H -4.4433 3.6426 2.7366 0.389
H -3.8435 -2.2912 4.4256 0.339
H 4.5561 4.7090 0.5273 0.449
H 0.8622 -2.1183 -2.5293 0.239
P 4.6787 1.0718 -0.1799 0.165
N -2.7132 -2.9998 -3.1350 0.263
C 2.7734 1.2982 1.8769 -1.177
H 3.3154 2.9588 -2.3721 0.230
H -6.0399 -1.7857 0.4107 0.393
H -1.1164 -3.8413 -1.9816 0.324
H 3.5736 0.1548 -3.5509 0.151
H -2.7608 -4.2361 -1.4562 0.411
O 7.0608 -0.5091 5.5192 -0.521
H 6.6592 3.9370 -0.3057 0.423
H -2.9257 0.7897 -5.5179 0.326
H 9.1593 -2.3044 4.6152 0.334
H -3.6753 -3.8146 -4.8266 0.302
C 0.1236 -1.3397 -2.2890 -0.995
H 5.0300 1.1384 -3.2945 0.316
H 2.0731 1.7226 -2.6634 0.191
H -5.8726 2.7263 3.0887 0.256
H -4.1496 0.6044 -2.6822 0.411
H -8.4155 0.6880 1.5027 0.443
C -3.2467 -4.1361 -3.8761 -1.048
C -7.3920 1.0369 1.3502 -1.108
H -5.4372 -0.7918 5.2723 0.392
N 8.0675 0.1415 3.5554 -0.334
O 6.2628 -1.3101 3.6032 -0.441
O 5.8469 0.5711 0.6157 -0.700
H -3.2171 -2.0702 2.7990 0.295
C -2.1381 -3.4462 -1.8786 -0.996
H 0.6523 -0.4705 -1.8891 0.477
H 2.6731 -1.3451 1.5534 0.377
O -4.2601 0.1762 0.3779 -0.716
H 10.1322 0.1651 3.1391 0.415
H -5.4207 3.0383 1.3899 0.351
H -3.7624 -0.6971 -5.9953 0.315
H 1.1674 -0.2096 -4.1994 0.153
H 4.8801 -0.4629 -2.5519 0.309
C 3.6113 -0.8596 1.2800 -1.164
C 2.8019 2.0916 -1.9366 -0.755
N 4.8911 2.7814 -0.1826 0.293
H -2.8248 2.3142 0.9761 0.314
H -2.9335 -0.3743 -1.9024 0.073
H -2.1415 -2.6476 -1.1346 0.188
C 4.3267 0.4415 -2.8149 -0.847
H -7.3123 1.4593 0.3383 0.300
H -4.0480 -4.6015 -3.2993 0.367
H -7.6061 -1.0730 0.1030 0.406
N -4.2214 1.5930 2.4203 0.124
C -2.8612 1.8980 1.9910 -1.088
H 10.2634 -2.3428 3.1368 0.264
C 6.0943 3.2130 -0.8919 -1.205
C 4.5284 3.6817 0.8969 -1.103
N -0.6691 -0.9316 -3.4361 0.327
H 3.5107 1.6888 2.5928 0.354
H 2.1904 2.1283 1.4739 0.291
H 2.0601 0.6883 2.4320 0.402
H -0.1770 0.9461 -4.2626 0.249
P -4.7698 0.0642 1.7784 0.475
C -4.1262 -2.0333 3.4038 -0.916
H 5.8395 3.6746 -1.8541 0.252
H 6.7267 -1.9942 3.1058 0.364
H -0.4976 -1.6921 -1.4721 0.115
N -6.4774 -0.0652 1.5830 0.296
C 7.1339 -0.5664 4.3345 0.474
H -2.4128 2.6109 2.6848 0.368
C -5.8018 -0.5313 4.2758 -0.796
C -3.1531 0.1772 -2.8138 -0.720
H -4.5989 0.4881 -5.0030 0.335
H -2.4810 -4.8900 -4.0983 0.329
N 3.3642 0.5007 0.8151 0.320
C -6.8856 -1.2876 0.8915 -1.209
N 3.6908 1.0081 -1.6211 0.585
H -7.3427 -2.0001 1.5894 0.247
C 0.0947 -0.1130 -4.3702 -1.020
H 3.5068 3.5270 1.2280 0.290
C -5.0363 2.7950 2.3914 -1.033
N -3.1736 -0.6783 -3.9715 0.220
H 5.1939 3.6035 1.7679 0.294
C 9.5963 -1.7839 3.7750 -0.772
H -2.2394 1.0012 2.0002 0.340
H 6.7716 2.3788 -1.0906 0.397
C 9.3543 -0.5029 3.4780 -0.125
H -0.0782 -0.3999 -5.4105 0.422
C -3.6308 0.0158 -5.1777 -0.935
H -6.1427 0.5022 4.3218 0.172
P -1.9091 -1.8637 -4.1919 0.491
N -4.7095 -0.6886 3.3548 0.088
H -2.4344 1.0032 -2.9045 0.213
H 4.0653 -1.4628 0.4907 0.323
H -4.8107 -2.8083 3.0287 0.309
H -6.6612 -1.1730 4.0423 0.251
O -1.1572 -2.8121 -5.0686 -0.852
H 7.7197 0.1158 2.6004 0.348
H 2.2385 2.4250 -1.0659 0.201
H -7.2554 1.8370 2.0700 0.291
```

Properties
Strongest force on any atom = 5.3 eV Å⁻¹
Frontier orbital gap = 8.276 eV
DFT total energy = -75734.4065 eV
Charge = 0
LUMO = 0.43 eV